Entry from OMol25: a molecular structure, C13H5Cl3HgNO6 (ωB97M-V/def2-TZVPD).

Each line ends with the Löwdin charge.
Cartesian coordinates (Å):
Hg: -0.02343 -0.44473 -1.31223  1.17
O: 0.03257 5.75087 -0.89593  -0.01
C: 0.01427 4.36687 -1.02643  -0.33
C: -1.16973 3.66497 -1.10103  0.00
C: -1.15083 2.28367 -1.26503  -0.24
N: 0.05867 1.63477 -1.37373  -0.08
C: 1.21187 2.30587 -1.24483  -0.23
C: 1.24867 3.66437 -1.07943  0.00
C: 2.46007 1.41027 -1.27703  -0.67
O: 3.56517 1.93707 -1.15353  -0.03
O: 2.23847 0.17017 -1.42373  -0.17
C: -2.35073 1.41287 -1.28393  -0.69
O: -3.48143 1.91097 -1.17513  -0.07
O: -2.13883 0.14117 -1.41063  -0.23
H: -0.88693 6.04707 -0.89243  0.08
H: -2.12933 4.16077 -1.02163  0.10
H: 2.18237 4.18767 -0.97283  0.10
Cl: 0.03017 -5.01733 4.51347  0.60
C: 0.02817 -4.30043 2.93067  -0.72
C: 0.02817 -2.92453 2.82167  -0.15
C: 0.02387 -2.35003 1.54827  -0.55
Cl: 0.02337 -0.61683 1.42047  0.74
C: 0.02237 -3.10673 0.34767  -0.50
O: 0.01717 -2.62673 -0.83913  -0.21
C: 0.02457 -4.50973 0.56697  -0.60
Cl: 0.02767 -5.53393 -0.82503  0.66
C: 0.02827 -5.12093 1.81907  -0.16
H: 0.03287 -2.30033 3.70117  0.09
H: 0.03247 -6.19703 1.90427  0.09

2S+1   2
E   -69080.369 eV
Molar mass   578.13 g/mol
Orbital gap (alpha / beta)   2.64 / 6.10 eV
HOMO (alpha / beta)   1.49 / -1.96 eV
Net charge   -2

Entry from OMol25: a molecular structure, C24H31FN7O4SiTi (ωB97M-V/def2-TZVPD).

Each line ends with the Löwdin charge.
Cartesian coordinates (Å):
Ti: 0.91101 0.32935 -0.18518  1.13
C: -0.57282 -3.57087 -0.82095  -0.14
Si: 1.01851 -2.68504 -0.83920  0.49
C: 1.18643 -1.50332 -2.31585  -0.13
C: 2.52668 -3.71129 -0.73133  -0.13
N: 1.06535 -1.38301 0.44385  -0.12
C: 2.11914 -1.42998 1.42484  -0.29
C: 2.20879 -2.31415 2.49044  -0.01
C: 3.30981 -2.25500 3.33656  -0.02
C: 4.33094 -1.33189 3.13409  -0.02
C: 4.27497 -0.43774 2.06662  0.03
C: 3.16603 -0.54485 1.28147  -0.18
F: 3.01529 0.30266 0.13598  -0.05
H: -0.64405 -4.23206 -1.68883  0.06
H: -1.41268 -2.87580 -0.84323  0.03
H: -0.65821 -4.19156 0.07333  0.06
H: 1.98903 -1.81243 -2.98710  0.07
H: 1.48073 -0.47444 -2.02990  -0.02
H: 0.26328 -1.42381 -2.88994  0.04
H: 2.42876 -4.54525 -1.43183  0.07
H: 2.68257 -4.13736 0.26125  0.05
H: 3.41815 -3.14177 -1.00012  0.06
H: 1.42678 -3.04716 2.64413  0.13
H: 3.37523 -2.94827 4.16365  0.13
H: 5.18297 -1.30838 3.79889  0.13
H: 5.05932 0.27791 1.86346  0.14
N: 2.13420 1.95728 -2.86412  0.08
N: 2.46547 3.21221 -2.33221  0.04
C: 2.18194 3.50845 -1.06736  -0.32
N: 2.50145 4.68195 -0.56302  0.27
N: 1.56502 2.50048 -0.37672  0.09
N: 1.30769 2.64207 0.91873  -0.33
O: 0.88383 1.48893 1.38507  -0.09
O: 1.40920 3.59025 1.61128  0.21
H: 2.96531 1.56100 -3.29609  0.13
H: 1.42056 2.08398 -3.57733  0.12
H: 2.92222 3.90387 -2.91611  0.18
H: 2.98530 5.37331 -1.11957  0.16
H: 2.28215 4.91314 0.39695  0.13
C: -4.72886 -1.24219 0.12444  0.00
O: -3.66125 -0.30300 0.36689  -0.07
C: -2.78762 -0.57910 1.35255  -0.23
C: -2.61998 -1.83631 1.92720  0.01
C: -1.74633 -2.01111 2.98948  -0.03
C: -1.02496 -0.94120 3.51142  -0.05
C: -1.19160 0.30940 2.95427  -0.03
C: -2.04587 0.48413 1.87150  -0.16
N: -2.32563 1.84047 1.50043  0.17
C: -2.68164 2.42269 0.40221  0.06
C: -2.60318 2.02432 -0.98602  -0.13
C: -3.54883 2.65083 -1.81353  0.02
C: -3.62968 2.37486 -3.16517  -0.02
C: -2.71626 1.49028 -3.72646  0.00
C: -1.73122 0.90592 -2.93636  0.01
C: -1.68488 1.16679 -1.58320  -0.24
O: -0.67034 0.60352 -0.84076  -0.17
H: -5.44083 -0.72043 -0.50612  0.11
H: -5.20192 -1.52780 1.06243  0.11
H: -4.34741 -2.11972 -0.39697  0.10
H: -3.20005 -2.67183 1.56380  0.12
H: -1.65587 -2.99149 3.43923  0.13
H: -0.37800 -1.07280 4.36704  0.12
H: -0.68249 1.16925 3.37683  0.13
H: -2.39647 2.44448 2.31576  0.19
H: -3.07548 3.42218 0.56451  0.16
H: -4.24975 3.34565 -1.36614  0.14
H: -4.38597 2.85007 -3.77341  0.13
H: -2.75947 1.26040 -4.78293  0.13
H: -1.00452 0.23033 -3.36749  0.11

E   -77696.494 eV
Molar mass   576.51 g/mol
Orbital gap   6.56 eV
HOMO   -16.46 eV
Net charge   +3

Entry from OMol25: a molecular structure, C28H64MgO18S7 (ωB97M-V/def2-TZVPD).

Each line ends with the Löwdin charge.
Cartesian coordinates (Å):
Mg: 0.37244 -2.56677 -0.23874  0.33
O: 2.06709 -1.41296 -0.16911  -0.36
C: 1.56685 -0.05490 -0.15928  -0.32
C: -0.01732 0.21908 -0.27946  -0.34
O: -0.83318 -0.89320 0.05029  -0.35
H: 2.15694 0.53703 -0.85893  0.06
H: 1.94538 0.28463 0.80484  0.06
H: -0.38242 0.71254 -1.18019  0.06
H: -0.30202 1.06187 0.35043  0.05
C: -4.37340 2.34275 -3.36522  0.00
C: -3.52298 1.16880 -2.89767  -0.31
C: -3.81058 0.53320 -1.51654  -0.05
O: -4.32654 -0.71049 -1.95373  0.08
C: -4.10993 -0.89955 -3.23254  -0.61
O: -4.24070 -1.97711 -3.82372  0.10
O: -3.77795 0.18246 -3.83684  0.11
H: -4.09311 3.26281 -2.85236  0.08
H: -5.45383 2.25224 -3.25307  0.10
H: -4.17554 2.51640 -4.42295  0.09
H: -2.45083 1.36328 -2.86987  0.15
H: -4.51818 1.14720 -0.95940  0.14
H: -2.91210 0.34711 -0.92815  0.11
C: 4.90739 1.87580 0.68772  -0.01
C: 4.57353 1.19616 2.06610  -0.28
C: 5.84237 0.90541 2.86267  -0.15
O: 5.55892 1.36840 4.12661  0.06
C: 4.49797 2.27186 4.11672  -0.45
O: 4.00486 2.87593 5.06408  0.12
O: 3.92062 2.15235 2.88853  0.04
H: 5.60392 2.70699 0.79764  0.09
H: 3.99356 2.10441 0.13931  0.06
H: 5.36525 1.15786 0.00727  0.08
H: 3.91211 0.33165 2.00917  0.14
H: 6.72401 1.37521 2.42669  0.13
H: 6.08070 -0.15759 2.82598  0.14
C: -2.57161 0.79322 2.87295  0.00
C: -3.62845 -0.26762 3.13179  -0.30
C: -3.70985 -1.35587 2.06635  -0.12
O: -3.49145 -2.53712 2.75110  0.05
C: -3.32737 -2.35390 4.04808  -0.60
O: -3.19301 -3.23753 4.85573  0.14
O: -3.19722 -1.05347 4.20190  0.09
H: -2.44625 1.42960 3.74897  0.09
H: -2.84778 1.25270 1.92389  0.08
H: -1.68280 0.22840 2.59173  0.07
H: -4.62626 0.11697 3.34286  0.16
H: -2.95006 -1.31677 1.28578  0.11
H: -4.71177 -1.42028 1.64197  0.14
C: 0.66662 2.07464 4.22346  -0.23
S: -0.09090 3.64643 3.51056  0.82
O: -0.71988 4.47825 4.63909  -0.57
C: 1.50142 4.47483 3.09143  -0.24
H: 1.06142 1.46239 3.41266  0.02
H: -0.16721 1.44370 4.53124  0.02
H: 1.41636 2.20534 5.00379  0.06
H: 2.12814 4.55789 3.97937  0.05
H: 1.24390 5.44662 2.67023  0.05
H: 1.98519 3.92023 2.28739  0.04
C: -2.27714 -4.39223 -2.65564  -0.23
S: -2.18127 -4.63640 -0.80414  0.99
O: -1.02872 -3.82999 -0.19916  -0.57
C: -3.71038 -3.67636 -0.57724  -0.23
H: -1.53616 -5.00517 -3.16884  0.04
H: -2.23434 -3.33942 -2.93466  0.02
H: -3.24325 -4.77383 -2.98596  0.05
H: -4.04161 -3.77461 0.45656  0.04
H: -4.48747 -4.05570 -1.24081  0.07
H: -3.45715 -2.62051 -0.67297  0.05
C: 1.78385 -1.00971 -3.73043  -0.24
S: 0.55105 -2.31715 -3.61327  0.94
O: 0.02199 -2.38565 -2.13351  -0.55
C: -0.78989 -1.61968 -4.59671  -0.22
H: 1.39334 -0.08590 -3.30362  0.06
H: 2.00699 -0.96924 -4.79657  0.06
H: 2.67905 -1.23297 -3.15002  0.06
H: -0.43943 -1.10390 -5.49072  0.07
H: -1.36199 -1.09267 -3.83313  0.05
H: -1.40437 -2.40837 -5.03085  0.06
C: 0.75093 -1.11032 3.32101  -0.24
S: 0.01611 -2.72999 2.90016  0.96
O: 0.76609 -3.22852 1.65212  -0.54
C: 0.77394 -3.65072 4.29421  -0.22
H: 0.29006 -0.52675 2.52404  0.02
H: 1.83123 -1.16837 3.18806  0.07
H: 0.54727 -0.87332 4.36526  0.06
H: 0.86570 -4.70500 4.03309  0.06
H: 0.16379 -3.52707 5.18893  0.05
H: 1.78223 -3.27367 4.46529  0.05
C: 4.05470 2.36520 -3.76216  -0.28
S: 3.89937 4.17541 -3.53989  0.85
O: 4.25526 4.85890 -4.90805  -0.60
C: 2.01504 4.19509 -3.57851  -0.23
H: 3.46987 1.71655 -3.10999  0.03
H: 5.10747 2.08531 -3.72437  0.05
H: 3.68778 2.13486 -4.76237  0.05
H: 1.70525 5.18998 -3.89838  0.05
H: 1.69795 3.79204 -2.61668  0.04
H: 1.76178 3.49272 -4.37263  0.04
C: -3.30559 4.74782 2.28131  -0.26
S: -3.39293 4.62243 0.44726  0.82
O: -3.51294 6.04601 -0.12587  -0.58
C: -1.61108 3.99588 0.20791  -0.23
H: -2.57662 5.48682 2.61384  0.05
H: -3.11396 3.73213 2.62736  0.02
H: -4.26181 5.08479 2.68155  0.05
H: -1.46675 2.93093 0.39002  0.01
H: -0.99383 4.50521 0.94796  0.01
H: -1.33184 4.32001 -0.79462  0.04
C: 3.21857 -4.47488 -2.70683  -0.25
S: 2.45311 -5.20123 -1.21201  0.97
O: 1.39136 -4.18280 -0.76473  -0.57
C: 1.65819 -6.56952 -2.11927  -0.23
H: 3.79165 -3.56787 -2.51445  0.06
H: 2.45833 -4.32837 -3.47408  0.03
H: 3.94387 -5.22710 -3.01700  0.05
H: 2.39476 -6.84515 -2.87398  0.05
H: 0.76278 -6.12447 -2.55316  0.05
H: 1.37495 -7.40345 -1.47706  0.06

E   -148215.317 eV
Molar mass   937.58 g/mol
Orbital gap   6.81 eV
HOMO   -6.99 eV

Entry from OMol25: a gas-phase ion, C8H15IN3 (charge +1) (ωB97M-V/def2-TZVPD).

Each line ends with the Löwdin charge.
Cartesian coordinates (Å):
C: -0.87232 1.03489 -0.91391  -0.28
C: 2.64484 0.01217 0.09143  -0.24
C: 2.29509 -1.29875 0.74664  -0.17
C: 1.42963 0.79737 -0.17191  -0.17
C: 1.14144 -1.99093 -0.15569  -0.17
C: 0.34205 0.09948 -0.95809  -0.30
C: -2.80205 0.27003 0.43191  -0.73
C: -3.02826 0.34824 1.88891  -0.11
N: -1.76117 0.72125 -0.04654  0.13
N: -0.83178 2.16687 -1.56580  0.24
N: -0.03728 -1.14422 -0.39873  -0.05
I: -4.39979 -0.57882 -0.76377  0.89
H: 3.32348 0.50780 0.86200  0.14
H: 3.43142 -0.19711 -0.77051  0.16
H: 3.03761 -2.17943 0.85946  0.14
H: 2.06347 -1.15210 1.81344  0.11
H: 1.19014 1.20421 0.81047  0.14
H: 1.56148 1.68331 -0.79164  0.11
H: 1.51820 -2.20392 -1.22634  0.13
H: 0.74154 -2.99158 0.13652  0.12
H: 0.76646 0.00620 -1.96632  0.17
H: -3.72447 1.29021 2.08768  0.14
H: -2.12390 0.36231 2.58137  0.12
H: -3.77411 -0.48028 2.05426  0.06
H: 0.04890 2.30477 -2.05570  0.13
H: -1.45697 2.99093 -1.56664  0.17
H: -0.72365 -1.58289 -1.01251  0.13

SMILES string   C/C(I)=N/C(=[NH2+])[C@H]1CCCCN1
E   -21102.245 eV
Molar mass   280.13 g/mol
Orbital gap   8.53 eV
HOMO   -12.52 eV
Net charge   +1